Below is 2 unconnected molecules or ions with the total composition C6H12O, with properties calculated with ωB97M-V/def2-TZVPD.

Each atom is followed by the atoms it is bonded to, with distances in Å.
Geometry (Å):
1 H 0.4159 -1.4325 -0.6649  no bonds
2 C 1.7197 -0.7164 0.2504  H8 1.091, C14 1.376, H15 1.084
3 C -1.0764 0.9010 0.0571  H5 1.099, C9 1.555, H13 1.110, C17 1.519
4 H -1.9218 -1.7507 -1.6231  C12 1.117
5 H -1.4131 1.4748 0.9318  C3 1.099
6 H -0.7740 -1.1809 0.8720  C17 1.097
7 H 0.4767 2.4123 -0.1397  C9 1.096
8 H 2.0020 -1.3853 1.0645  C2 1.091
9 C 0.3725 1.3341 -0.3046  C3 1.555, H7 1.096, C14 1.485, H18 1.096
10 O 1.3335 1.0319 1.8316  C14 1.342, H19 0.968
11 H -2.4096 -0.6743 0.5314  C17 1.098
12 C -1.0815 -1.1623 -1.1820  H4 1.117, H16 1.071, C17 1.504
13 H -1.6703 1.0149 -0.8741  C3 1.110
14 C 1.2338 0.5240 0.5931  C2 1.376, C9 1.485, O10 1.342
15 H 2.4129 -0.7227 -0.5832  C2 1.084
16 H -0.6275 -0.5805 -1.9579  C12 1.071
17 C -1.3750 -0.5841 0.1750  C3 1.519, H6 1.097, H11 1.098, C12 1.504
18 H 0.5791 1.1099 -1.3571  C9 1.096
19 H 1.8033 0.3868 2.3796  O10 0.968

Output
- ΔE to the lowest compared entry with this formula, charge and spin: 4.749 eV
- HOMO level: -7.36 eV
- Gap between HOMO and LUMO: 8.1 eV
- DFT total energy: -8459.605 eV
- Lowest unoccupied orbital energy: 0.7 eV

Partial charges, Mulliken, in e: number 1, H, carries 0.24; number 2, C, carries -1.29; number 3, C, carries -0.79; number 4, H, carries 0.29; number 5, H, carries 0.39; number 6, H, carries 0.35; number 7, H, carries 0.36; number 8, H, carries 0.40; number 9, C, carries -0.64; number 10, O, carries -0.43; number 11, H, carries 0.36; number 12, C, carries -0.99; number 13, H, carries 0.40; number 14, C, carries 0.68; number 15, H, carries 0.29; number 16, H, carries 0.31; number 17, C, carries -0.54; number 18, H, carries 0.29; number 19, H, carries 0.33